Entry from the Open Molecules 2025 dataset: a structure of composition CH5N2O2 (the ωB97M-V functional and the def2-TZVPD basis).

Calculated values
Charge: -1
E_LUMO (spin up / spin down) (Eh): 0.1768 / 0.1551
Gap between HOMO and LUMO (spin up / spin down) (eV): 5.0 / 7.4
⟨S²⟩: 2.009
Energy above the lowest of the compared OMol25 structures with the same formula, charge and spin (kJ/mol): 84.1
E_HOMO (spin up / spin down) (eV): -0.22 / -3.19
Multiplicity: 3

The geometry in XYZ format:
```
10
CH5N2O2 | the Open Molecules 2025 dataset | the ωB97M-V functional and the def2-TZVPD basis
C 1.170 -0.458 0.394
N -2.115 0.780 -0.127
N -1.568 -0.407 0.637
O -1.479 -1.392 -0.105
O 0.135 0.249 0.910
H 1.734 0.082 -0.571
H 0.880 -1.360 -0.042
H 1.988 -0.461 1.228
H -1.762 1.528 0.312
H -1.788 0.831 -1.122
```

Results of the natural (NBO) charge analysis, in e, for atoms 1 through 6: number 1, C, carries -0.2219; number 2, N, carries -0.7616; number 3, N, carries 0.1834; number 4, O, carries -0.4986; number 5, O, carries -0.6845; number 6, H, carries 0.0519

=====

Entry from the Open Molecules 2025 dataset: a structure of composition C13H27Cl2GdN2OP2 (the ωB97M-V functional and the def2-TZVPD basis).

Calculated values
Charge: +2
E_LUMO (spin up / spin down) (Eh): -0.2294 / -0.3543
Gap between HOMO and LUMO (spin up / spin down) (eV): 9.0 / 5.6
⟨S²⟩: 16.046
E_HOMO (spin up / spin down) (eV): -15.21 / -15.20
Multiplicity: 8

The geometry in XYZ format:
```
48
C13H27Cl2GdN2OP2 | the Open Molecules 2025 dataset | the ωB97M-V functional and the def2-TZVPD basis
C 1.921 4.759 -0.446
C 1.126 3.543 -0.092
H 2.943 4.557 -0.081
H 1.461 5.586 0.137
H 1.929 5.055 -1.525
O 1.506 2.490 0.441
Cl -0.537 3.742 -0.682
Gd -1.609 -0.560 -0.537
P -2.015 0.817 2.042
C -1.381 0.076 3.590
C -1.489 2.534 2.389
H -1.893 2.896 3.349
H -3.951 1.347 3.472
H -1.825 3.188 1.581
H -4.254 1.731 1.751
H -0.313 0.304 3.676
H -0.394 2.570 2.414
C -3.798 1.010 2.440
H -1.915 0.500 4.447
H -4.282 0.036 2.312
H -1.545 -1.006 3.553
P 0.333 -0.192 -2.844
C 1.669 -1.335 -3.387
C -0.714 -0.218 -4.360
H 0.567 2.214 -3.205
H 1.801 1.283 -4.144
H 1.993 1.509 -2.383
C 1.254 1.359 -3.181
H -1.349 0.677 -4.373
H -0.135 -0.259 -5.292
H 1.949 -1.099 -4.426
H 1.280 -2.364 -3.347
H -1.333 -1.121 -4.299
H 2.564 -1.218 -2.753
Cl -3.773 -1.442 -1.285
N 2.080 -4.862 2.050
C 1.418 -3.852 1.444
C 0.007 -3.837 1.404
C -0.622 -2.772 0.760
N 0.112 -1.697 0.299
C 1.477 -1.705 0.345
C 2.154 -2.761 0.906
H 1.584 -5.647 2.450
H 3.088 -4.873 2.079
H -0.551 -4.652 1.853
H -1.729 -2.707 0.608
H 1.949 -0.833 -0.115
H 3.242 -2.770 0.964
```

Results of the Mulliken charge analysis, in e, for atoms 1 through 6: number 1, C, carries -1.1404; number 2, C, carries 0.8555; number 3, H, carries 0.3311; number 4, H, carries 0.3691; number 5, H, carries 0.3275; number 6, O, carries -0.5085